1.
ORCA calculation (ωB97M-V with the def2-TZVPD basis set) on a structure of composition C28H38BF9N5OSSi3Tl.

Output
Total energy in hartree: -3801.9475
ΔE to the lowest compared entry with this formula, charge and spin in eV: 0.935
E_LUMO in eV: 3.83

Geometry as ORCA input:
```
! wB97M-V def2-TZVPD RIJCOSX def2/J DEFGRID3
* xyz -2 1
Tl -0.205 -0.558 0.526
C -4.772 -2.864 -1.352
C -3.590 -1.983 -1.016
N -3.391 -1.499 0.147
N -4.183 -1.976 1.126
C -4.072 -1.659 2.449
N -4.614 -2.643 3.250
S -3.590 -0.221 3.080
C -2.617 -1.787 -2.118
C -2.950 -2.261 -3.392
C -2.013 -2.234 -4.410
C -0.747 -1.761 -4.142
C -0.492 -1.294 -2.862
N -1.389 -1.278 -1.889
H -5.443 -3.012 -0.509
H -5.351 -2.390 -2.145
H -4.428 -3.840 -1.695
H -4.643 -2.860 0.953
H -4.330 -3.584 3.000
H -4.431 -2.441 4.220
H -3.933 -2.660 -3.595
H -2.275 -2.595 -5.397
H 0.029 -1.753 -4.893
H 0.501 -0.952 -2.595
C -1.485 4.125 -2.534
Si 0.393 3.867 -2.317
C 1.138 5.587 -2.760
C 0.848 2.844 -3.856
C 0.888 3.238 -0.668
Si 0.108 4.096 0.759
C 0.536 5.967 0.898
C 0.669 3.380 2.430
C -1.793 4.114 0.731
Si 2.629 2.740 -0.444
C 3.762 4.250 -0.064
C 3.487 1.858 -1.899
C 3.182 1.477 0.917
C 4.469 1.616 1.454
C 5.050 0.596 2.184
C 4.336 -0.569 2.386
C 3.048 -0.627 1.884
N 2.482 0.351 1.182
H -1.733 4.370 -3.571
H -1.859 4.933 -1.901
H -2.027 3.215 -2.264
H 0.748 5.981 -3.705
H 2.227 5.522 -2.847
H 0.915 6.313 -1.973
H 0.598 3.393 -4.769
H 0.286 1.913 -3.868
H 1.909 2.593 -3.895
H 1.616 6.127 0.834
H 0.186 6.408 1.838
H 0.076 6.530 0.080
H 1.686 3.693 2.684
H 0.657 2.288 2.391
H 0.010 3.686 3.246
H -2.192 5.008 0.243
H -2.205 4.070 1.739
H -2.163 3.242 0.193
H 3.432 5.098 -0.669
H 4.818 4.070 -0.290
H 3.684 4.553 0.985
H 3.595 2.496 -2.780
H 2.916 0.970 -2.184
H 4.483 1.520 -1.603
H 5.022 2.531 1.276
H 6.056 0.700 2.577
H 4.766 -1.410 2.913
H 2.434 -1.510 2.039
F 1.449 -2.329 -0.796
B 2.333 -3.176 -1.527
F 1.895 -3.225 -2.870
F 3.631 -2.639 -1.472
F 2.315 -4.462 -0.969
F -0.597 -8.237 2.446
C -0.682 -6.888 2.375
C -0.081 -6.084 3.329
F 0.581 -6.662 4.350
C -0.177 -4.713 3.257
F 0.410 -3.982 4.227
C -0.867 -4.008 2.221
O -0.950 -2.749 2.174
C -1.507 -4.901 1.307
F -2.298 -4.378 0.334
C -1.397 -6.273 1.362
F -2.020 -7.034 0.443
*
```

=====

2.
ORCA calculation (ωB97M-V with the def2-TZVPD basis set) on a structure of composition CrN4O12.

Output
Total energy in hartree: -2166.0892
ΔE to the lowest compared entry with this formula, charge and spin in eV: 0.000
E_LUMO (alpha / beta) in eV: 1.44 / 2.43

Geometry as ORCA input:
```
! wB97M-V def2-TZVPD RIJCOSX def2/J DEFGRID3
* xyz -1 4
Cr 0.423 -0.062 0.231
N -1.512 -1.742 0.615
O -2.615 -2.166 0.561
O -1.113 -0.887 1.477
O -0.672 -1.806 -0.346
N -2.040 1.099 -1.459
O -2.126 1.991 -2.286
O -3.017 0.480 -1.056
O -0.879 0.781 -1.023
N 2.350 -1.586 -0.580
O 1.981 -1.537 0.634
O 1.679 -0.803 -1.313
O 3.226 -2.294 -0.975
N 1.087 2.190 1.417
O 1.423 1.759 0.246
O 1.377 3.269 1.823
O 0.429 1.313 2.032
*
```

=====

What is the formula in the first record? C28H38BF9N5OSSi3Tl